# 1
A molecular structure, C13H12N5O3PtS2, computed with ωB97M-V/def2-TZVPD.

Atoms and positions in Å:
Pt (1.148, 0.047, 1.726)
S (2.233, -0.197, 3.710)
C (3.125, -0.609, 2.272)
S (3.258, 0.789, 1.220)
C (3.725, -1.866, 1.986)
C (4.424, -2.046, 0.768)
N (4.971, -2.190, -0.244)
C (3.643, -2.959, 2.885)
N (3.576, -3.849, 3.621)
O (-0.505, -1.093, 2.216)
N (-1.680, -0.675, 1.945)
N (-1.726, 0.440, 1.331)
O (-0.679, 1.172, 1.062)
C (-3.020, 0.955, 0.981)
C (-3.095, 2.277, 0.580)
C (-4.334, 2.807, 0.242)
C (-5.476, 2.024, 0.301)
C (-5.376, 0.694, 0.694)
C (-4.149, 0.149, 1.033)
H (-2.188, 2.860, 0.538)
H (-4.400, 3.842, -0.067)
H (-6.440, 2.443, 0.041)
H (-6.260, 0.070, 0.732)
H (-4.058, -0.885, 1.332)
C (0.811, 0.210, -3.132)
N (1.895, -0.475, -2.467)
C (3.205, -0.467, -3.085)
C (1.755, -0.937, -1.213)
O (0.714, -0.892, -0.563)
H (0.668, -0.201, -4.133)
H (1.021, 1.281, -3.220)
H (-0.094, 0.078, -2.545)
H (3.133, -0.813, -4.118)
H (3.868, -1.132, -2.533)
H (3.636, 0.538, -3.083)
H (2.668, -1.390, -0.815)

Properties
Total energy ... -1917.7371 a.u.
HOMO ... -4.274 eV
Relative energy (zero: lowest compared OMol25 entry of this formula, charge and spin) ... 41.0 kcal per mole
Charge ... -1
Frontier orbital gap ... 6.8 eV

Taken from the natural (NBO) analysis, the atomic charges in e are: 0.8378 -0.0015 -0.3010 -0.1195 -0.5565 0.3416 -0.4643 0.3235 -0.4118 -0.5015 0.1454 0.1335 -0.6313 0.1902 -0.2447 -0.2057 -0.2285 -0.2084 -0.2416 0.2538 0.2091 0.2068 0.2095 0.2422 -0.4188 -0.4205 -0.4088 0.5454 -0.6840 0.1867 0.1902 0.2454 0.1845 0.2474 0.1891 0.1663

=====

# 2
C13H12O4S in the gas phase at a distorted geometry, computed with ωB97M-V/def2-TZVPD.

Atoms and positions in Å:
O (-0.688, -2.080, 2.353)
C (-0.571, -0.884, 2.510)
C (-1.244, -0.160, 3.665)
C (-0.518, 1.117, 4.061)
C (-0.403, 2.036, 2.852)
C (0.254, 1.315, 1.715)
O (0.904, 2.097, 0.864)
C (0.167, -0.031, 1.591)
S (1.075, -0.797, 0.241)
C (-0.154, -0.702, -1.047)
C (-1.405, -1.255, -0.809)
C (-2.364, -1.271, -1.804)
C (-2.073, -0.765, -3.062)
C (-0.826, -0.230, -3.310)
C (0.141, -0.170, -2.305)
C (1.424, 0.470, -2.675)
O (1.880, 0.480, -3.788)
O (2.035, 1.118, -1.661)
H (-1.320, -0.855, 4.502)
H (-2.262, 0.076, 3.339)
H (-1.057, 1.621, 4.865)
H (0.481, 0.869, 4.426)
H (0.179, 2.931, 3.076)
H (-1.398, 2.361, 2.530)
H (1.303, 1.568, 0.140)
H (-1.611, -1.696, 0.154)
H (-3.334, -1.702, -1.602)
H (-2.814, -0.795, -3.846)
H (-0.571, 0.164, -4.283)
H (2.861, 1.514, -1.981)

Properties
Total energy ... -1201.7617 a.u.
HOMO ... -8.748 eV
Relative energy (zero: lowest compared OMol25 entry of this formula, charge and spin) ... 0.0 kcal per mole
Charge ... 0
Frontier orbital gap ... 9.1 eV
Structure (SMILES) ... O=C1CCCC(O)=C1Sc1ccccc1C(=O)O

Taken from the natural (NBO) analysis, the atomic charges in e are: -0.5626 0.5504 -0.4977 -0.3850 -0.4674 0.4674 -0.6624 -0.4426 0.2668 -0.0329 -0.2537 -0.1743 -0.2221 -0.1429 -0.2446 0.7866 -0.5757 -0.7060 0.2378 0.2233 0.2174 0.2083 0.2361 0.2293 0.5201 0.2448 0.2185 0.2195 0.2344 0.5092

=====

# 3
A molecular structure, C13H13Br2HoN3O, computed with ωB97M-V/def2-TZVPD.

Atoms and positions in Å:
Ho (-0.277, 0.148, 0.139)
Br (-1.887, -0.548, -2.166)
C (-1.761, -2.456, -1.772)
Br (-0.741, -2.703, -0.131)
H (-1.230, -2.937, -2.585)
H (-2.760, -2.846, -1.617)
O (1.752, 0.171, 1.362)
C (2.388, 1.476, 1.595)
C (1.703, 2.567, 0.818)
C (2.153, 3.864, 0.952)
C (1.563, 4.865, 0.194)
C (0.525, 4.541, -0.676)
C (0.109, 3.236, -0.738)
N (0.682, 2.248, -0.004)
H (2.311, -0.489, 1.802)
H (3.430, 1.420, 1.284)
H (2.353, 1.697, 2.661)
H (2.967, 4.089, 1.631)
H (1.913, 5.886, 0.275)
H (0.049, 5.292, -1.291)
H (-0.700, 2.951, -1.401)
N (-5.539, 1.360, 5.603)
C (-4.774, 1.181, 4.765)
C (-3.817, 0.954, 3.724)
C (-4.198, 0.353, 2.523)
C (-3.248, 0.155, 1.552)
N (-1.953, 0.518, 1.703)
C (-1.599, 1.100, 2.874)
C (-2.483, 1.333, 3.895)
H (-5.223, 0.047, 2.358)
H (-3.528, -0.303, 0.612)
H (-0.559, 1.386, 2.984)
H (-2.154, 1.799, 4.814)

Properties
Total energy ... -6837.7854 a.u.
HOMO (spin up / spin down) ... -19.352 / -19.354 eV
Relative energy (zero: lowest compared OMol25 entry of this formula, charge and spin) ... 20.4 kcal per mole
2S+1 ... 5
Charge ... +3
Frontier orbital gap (spin up / spin down) ... 8.2 / 7.6 eV
Expectation value of S² ... 6.004

Taken from the natural (NBO) analysis, the atomic charges in e are: 2.0403 0.1830 -0.4678 0.1922 0.2897 0.2855 -0.8055 -0.1105 0.1975 -0.2102 -0.0483 -0.2054 0.0538 -0.6830 0.5566 0.2556 0.2402 0.2707 0.2778 0.2812 0.2172 -0.0758 0.1704 0.0091 -0.1787 0.0631 -0.6763 0.0495 -0.1713 0.2867 0.2187 0.2104 0.2837

=====

# 4
A gas-phase ion, C13H13BrN3O2 (charge +1), computed with ωB97M-V/def2-TZVPD.

Atoms and positions in Å:
C (1.583, 3.045, 0.763)
C (0.973, 1.812, 1.319)
C (0.535, 1.712, 2.636)
C (-0.012, 0.505, 3.072)
C (-0.501, 0.295, 4.455)
N (-0.108, -0.523, 2.221)
C (0.331, -0.316, 1.009)
N (0.188, -1.490, 0.114)
C (0.195, -1.176, -1.309)
C (1.349, -0.713, -1.918)
C (1.337, -0.373, -3.260)
C (0.163, -0.502, -3.994)
Br (0.140, -0.031, -5.825)
C (-0.996, -0.977, -3.396)
C (-0.990, -1.317, -2.046)
C (-2.218, -1.856, -1.406)
O (-2.239, -2.226, -0.241)
O (-3.261, -1.914, -2.192)
N (0.861, 0.760, 0.495)
H (0.957, 3.908, 0.977)
H (1.718, 2.945, -0.309)
H (2.552, 3.220, 1.229)
H (0.618, 2.550, 3.307)
H (-1.220, 1.066, 4.723)
H (0.330, 0.364, 5.157)
H (-0.961, -0.684, 4.543)
H (0.914, -2.173, 0.357)
H (-0.783, -1.926, 0.309)
H (2.255, -0.605, -1.344)
H (2.233, -0.010, -3.737)
H (-1.903, -1.087, -3.969)
H (-4.042, -2.283, -1.742)

Properties
Total energy ... -3391.7681 a.u.
HOMO ... -12.621 eV
Charge ... +1
Frontier orbital gap ... 9.1 eV
Structure (SMILES) ... Cc1cc(C)nc([NH2+]c2ccc(Br)cc2C(=O)O)n1

Taken from the natural (NBO) analysis, the atomic charges in e are: -0.6600 0.2962 -0.2806 0.3004 -0.6619 -0.4708 0.5310 -0.5930 0.2172 -0.1982 -0.1872 -0.0724 0.1338 -0.1686 -0.2003 0.8078 -0.6135 -0.6343 -0.4831 0.2445 0.2416 0.2480 0.2404 0.2448 0.2479 0.2474 0.4463 0.4937 0.2444 0.2510 0.2614 0.5261